No. 1
DFT (wB97M-V/def2-TZVPD) results for a structure of composition C31H28CdN5O10.

Geometry as XYZ:
```
75
Properties=species:S:1:pos:R:3:forces:R:3
Cd -0.568175 -0.955586 0.550778 -0.32 -0.12 0.09
C 3.777742 1.857428 2.344883 0.04 0.00 0.05
C 2.577469 0.944176 2.452443 0.01 -0.08 -0.15
O 1.645431 1.047229 1.466796 0.06 -0.09 -0.02
C 2.423835 0.109435 3.483230 -0.05 -0.02 0.18
C 1.285575 -0.801089 3.721130 0.17 -0.03 0.00
C 1.624288 -2.198582 4.167145 0.02 -0.04 -0.10
N 0.050282 -0.479056 3.677622 0.04 0.14 0.00
N -0.230319 0.871533 3.617473 -0.03 -0.17 0.20
C -1.077786 1.235831 2.716459 -0.16 0.09 -0.54
O -1.543724 0.568537 1.713271 -0.02 0.10 0.36
C -1.545817 2.658853 2.820415 0.02 -0.08 -0.04
C -1.851935 3.363550 1.662441 -0.05 0.10 -0.04
C -2.295151 4.677966 1.733178 0.00 -0.03 0.05
C -2.450493 5.296649 2.967925 0.04 -0.06 0.00
C -2.149629 4.592788 4.129225 0.00 -0.03 -0.05
C -1.695454 3.282446 4.053829 0.02 0.09 0.05
H 4.648792 1.344518 1.921406 -0.02 0.02 -0.05
H 4.065902 2.229516 3.327261 0.04 -0.05 0.00
H 3.535587 2.720997 1.724215 -0.03 0.02 0.04
H 3.232682 0.075109 4.210432 -0.05 0.04 0.02
H 2.139857 -2.164066 5.133555 -0.04 0.01 -0.01
H 2.300492 -2.704107 3.472120 0.01 0.02 0.00
H 0.707989 -2.776695 4.276827 0.00 0.00 0.00
H -1.727694 2.875735 0.705532 0.00 -0.01 -0.02
H -2.525231 5.216182 0.820836 0.02 -0.01 0.01
H -2.802451 6.320505 3.025822 0.00 -0.02 0.00
H -2.274750 5.065347 5.096563 0.01 0.00 0.00
H -1.446875 2.723466 4.947037 -0.01 0.01 -0.01
O 1.044386 -5.235538 1.519509 -0.25 -0.01 0.06
C 0.706745 -3.941030 1.350234 0.41 0.15 -0.12
O -0.390358 -3.510883 1.559801 -0.12 -0.02 0.05
C 1.856424 -3.098861 0.871338 -0.37 -0.11 0.13
C 3.081323 -3.614338 0.508674 0.20 -0.04 -0.05
C 4.027526 -2.722885 0.016473 -0.02 -0.09 0.00
C 3.712937 -1.381073 -0.085021 0.07 0.05 0.02
C 2.451460 -0.951447 0.308514 -0.09 -0.05 0.09
N 1.559935 -1.813099 0.786427 0.24 0.28 -0.24
C 1.900341 0.481433 0.099251 -0.14 0.05 -0.01
O 2.871530 1.279012 -0.557552 0.04 -0.01 0.01
O 0.782179 0.456116 -0.543918 0.13 -0.01 -0.07
H 0.227155 -5.674073 1.807042 0.10 -0.03 -0.03
H 3.274263 -4.673377 0.590452 0.02 0.00 -0.01
H 4.995241 -3.083979 -0.309832 0.00 0.01 0.03
H 4.412065 -0.666590 -0.494878 -0.01 -0.01 -0.02
H 3.526120 1.569464 0.085383 -0.05 0.01 -0.02
O -4.239372 -2.330543 -1.358595 -0.01 0.03 0.07
C -3.255882 -1.621482 -1.162512 0.29 -0.23 -0.19
O -2.296000 -1.871804 -0.357899 -0.16 -0.02 0.28
C -3.082190 -0.393470 -2.036692 -0.13 0.22 -0.15
C -3.545306 -0.451383 -3.346721 -0.03 0.15 0.07
C -3.364420 0.610564 -4.242509 -0.12 0.02 0.13
C -2.724095 1.722777 -3.754974 -0.10 -0.12 -0.26
O -2.450619 2.900580 -4.408482 0.04 0.20 0.02
C -1.707296 3.691242 -3.473160 -0.10 -0.23 0.10
O -1.756375 3.039808 -2.209887 -0.03 0.11 -0.12
C -2.296286 1.796564 -2.448940 0.17 0.07 0.28
C -2.445067 0.762603 -1.561748 -0.07 0.00 0.15
H -4.061217 -1.351220 -3.655445 -0.01 0.00 0.01
H -3.724334 0.568570 -5.263114 0.03 0.00 0.01
H -2.164717 4.676154 -3.392033 -0.03 0.05 0.00
H -0.670276 3.768854 -3.808337 0.09 -0.04 -0.02
H -2.116544 0.859772 -0.529842 -0.06 0.01 -0.11
C -0.794144 -1.322061 -5.136186 0.05 -0.19 0.01
N -0.235607 -2.049767 -4.011033 0.06 0.04 -0.17
C 0.210567 -3.352781 -3.992415 -0.10 0.08 0.06
C 0.579438 -3.593243 -2.699572 -0.16 0.11 0.00
N 0.366142 -2.472879 -1.931216 0.28 -0.17 -0.01
C -0.109745 -1.570733 -2.753504 0.01 0.05 0.07
H -0.485475 -1.804771 -6.060365 0.05 -0.02 -0.03
H -0.426085 -0.297877 -5.132854 -0.01 0.02 0.03
H -1.881628 -1.300016 -5.081266 0.13 -0.06 -0.03
H 0.206597 -3.969768 -4.875365 0.00 0.03 0.02
H 0.969071 -4.507494 -2.278199 -0.01 0.04 -0.02
H -0.368843 -0.553663 -2.488883 0.09 -0.12 -0.05
```
Positions in Å, forces in eV/Å.

**Highest occupied orbital energy**: -4.72 eV
**Energy**: -2392.14432 a.u.
**E_LUMO**: 2.15 eV
**Net charge**: -1
**Relative energy (zero: lowest compared OMol25 entry of this formula, charge and spin)**: 50.63 kcal per mole

Here are the Löwdin charges for atoms 1 to 2, given in e: Cd 1.481; C -0.027

=====

No. 2
DFT (wB97M-V/def2-TZVPD) results for a structure of composition C31H28ClCoN3S5.

Geometry as XYZ:
```
69
Properties=species:S:1:pos:R:3:forces:R:3
Co 0.661701 0.637543 0.182909 0.41 0.49 -0.22
C 3.052270 1.266513 -2.024890 0.06 -0.01 -0.06
C 3.701226 0.482921 -0.905064 0.04 -0.03 -0.05
S 2.870376 0.595552 0.695286 -0.07 -0.16 0.14
C 3.186096 2.253414 1.336722 0.04 0.05 0.05
C 2.422267 3.346865 0.622205 0.03 0.10 0.01
S 0.660866 2.904739 0.534491 -0.05 -0.07 0.06
C 0.174393 3.588903 -1.067761 -0.03 0.05 -0.02
C 0.780237 2.889371 -2.278860 -0.03 0.03 -0.08
S 1.225064 1.140568 -2.003037 -0.10 -0.13 0.06
H 3.386846 0.878157 -2.987363 -0.02 0.01 -0.01
H 3.315039 2.319863 -1.989088 0.01 -0.01 0.02
H 4.743924 0.774703 -0.766734 -0.01 0.03 0.00
H 3.705768 -0.584592 -1.125725 0.01 -0.03 0.00
H 4.262130 2.433193 1.318394 0.00 -0.01 -0.02
H 2.892085 2.183946 2.386518 0.01 0.02 0.00
H 2.787337 3.525758 -0.386256 0.02 -0.02 0.02
H 2.498021 4.281780 1.178811 -0.02 0.01 -0.02
H 0.416788 4.653018 -1.057451 0.05 -0.01 0.01
H -0.910973 3.525244 -1.089300 0.05 0.07 -0.02
H 1.684494 3.380690 -2.631613 0.00 0.02 0.00
H 0.071060 2.910910 -3.105821 0.00 -0.03 0.01
S -3.882490 4.072078 -0.176628 0.01 0.11 -0.07
C -5.473131 4.691443 -0.206312 -0.02 0.00 0.07
C -6.393950 3.708607 -0.397840 0.03 -0.08 -0.04
C -5.800724 2.428717 -0.545540 -0.08 0.07 -0.02
C -4.435494 2.463006 -0.459019 0.06 -0.15 0.03
C -3.496385 1.352601 -0.579814 -0.05 0.08 0.05
C -2.158685 1.533843 -0.190833 0.05 -0.16 0.05
N -1.225816 0.592235 -0.284731 -0.39 0.05 -0.11
C -1.601079 -0.629979 -0.733758 0.15 -0.02 0.00
C -2.905910 -0.925914 -1.131175 0.03 -0.05 -0.01
C -3.186398 -2.269992 -1.579195 -0.02 0.08 0.01
C -2.228918 -3.220077 -1.587153 0.09 -0.02 0.01
C -0.883222 -2.932916 -1.147932 -0.05 0.05 -0.01
C 0.150531 -3.870905 -1.096899 -0.04 -0.08 -0.02
C 1.404949 -3.509682 -0.623384 0.10 -0.06 0.06
C 1.580520 -2.173688 -0.223777 -0.19 0.09 -0.10
N 0.626911 -1.249407 -0.293750 0.04 -0.43 -0.05
C -0.594789 -1.629550 -0.740436 0.01 0.16 0.01
C 2.522121 -4.441595 -0.518557 -0.14 0.07 0.03
C 2.497199 -5.805763 -0.627021 0.07 -0.09 -0.02
C 3.780316 -6.392727 -0.486223 -0.09 0.02 -0.06
C 4.756379 -5.467925 -0.278512 -0.01 -0.01 0.09
S 4.126221 -3.882974 -0.220427 0.13 0.01 -0.09
C -3.851495 0.100519 -1.064468 -0.06 -0.03 -0.03
H -5.644933 5.747566 -0.070360 0.01 -0.01 0.01
H -7.457073 3.891565 -0.436172 0.00 -0.01 0.00
H -6.377292 1.527005 -0.698225 0.00 0.01 0.00
H -1.868002 2.482758 0.237002 -0.04 -0.04 0.06
H -4.192098 -2.501825 -1.905174 0.01 -0.01 0.00
H -2.455902 -4.224839 -1.919341 -0.01 0.01 0.00
H -0.037412 -4.885631 -1.424516 0.01 0.00 -0.01
H 2.532071 -1.880751 0.193325 0.08 0.05 0.03
H 1.599911 -6.386075 -0.790916 0.01 0.00 -0.01
H 3.970649 -7.453817 -0.541641 -0.01 0.00 0.00
H 5.813411 -5.635088 -0.143611 -0.01 0.01 0.01
H -4.866301 -0.090693 -1.390233 0.00 0.01 0.00
Cl 1.174816 -2.593466 4.637773 0.02 -0.02 0.01
C 0.425150 -1.221074 3.950053 0.02 -0.03 -0.03
C -0.511421 -0.476054 4.650418 -0.01 0.00 0.06
C -1.071873 0.622007 4.022280 -0.03 0.02 -0.01
C -0.696653 0.938020 2.732192 0.14 -0.12 0.01
N 0.210061 0.213661 2.049493 -0.08 -0.06 0.32
C 0.760692 -0.851016 2.659718 -0.07 0.12 -0.04
H -0.786624 -0.750709 5.660614 0.00 0.00 -0.01
H -1.801503 1.237594 4.529663 0.00 0.00 -0.01
H -1.119944 1.795107 2.238692 -0.06 0.05 -0.03
H 1.486591 -1.433248 2.115987 0.01 0.01 0.03
```
Positions in Å, forces in eV/Å.

**Highest occupied orbital energy**: -15.31 eV
**Energy**: -5195.44829 a.u.
**E_LUMO**: -9.44 eV
**Net charge**: +3

Here are the Löwdin charges for atoms 1 to 2, given in e: Co 0.064; C -0.395

=====

No. 3
DFT (wB97M-V/def2-TZVPD) results for a structure of composition C31H28CrN4O3PS2Se2.

Geometry as XYZ:
```
72
Properties=species:S:1:pos:R:3:forces:R:3
Cr -0.121773 2.808286 -0.131118 -0.06 0.05 -0.11
Se -2.051500 1.822581 -1.600595 -0.04 0.00 -0.01
P -1.647290 -0.312999 -1.645453 0.03 -0.04 -0.03
Se 0.376480 -0.969710 -1.915154 -0.05 0.02 0.02
C -2.715629 -1.054612 -2.935234 0.00 0.02 -0.01
C -2.551323 -2.406548 -3.230007 0.01 -0.01 0.00
C -3.370892 -3.022914 -4.160444 0.00 0.00 0.00
C -4.358753 -2.292781 -4.810402 0.00 0.00 0.00
C -4.520538 -0.946376 -4.525187 0.00 -0.01 0.00
C -3.702512 -0.327259 -3.587810 0.01 0.01 0.01
C -2.360413 -1.072821 -0.137013 0.03 -0.03 0.01
C -3.591478 -0.627561 0.339414 0.00 0.00 0.01
C -4.164854 -1.223492 1.451676 0.00 0.01 -0.02
C -3.509692 -2.261481 2.102339 0.01 0.00 0.00
C -2.283385 -2.704084 1.632664 0.00 -0.01 0.02
C -1.711470 -2.115542 0.512181 -0.02 0.00 0.01
H -1.765274 -2.965879 -2.736575 0.00 0.00 0.00
H -3.235810 -4.073774 -4.384376 0.00 0.00 0.00
H -4.996903 -2.774687 -5.540840 0.00 0.00 0.00
H -5.283383 -0.370049 -5.033491 0.00 0.00 0.00
H -3.822743 0.725689 -3.367413 0.00 0.00 0.00
H -4.085012 0.200951 -0.154091 -0.01 0.00 0.00
H -5.119623 -0.867235 1.818672 0.00 0.00 0.00
H -3.948335 -2.713308 2.983391 0.00 0.00 0.00
H -1.762301 -3.503163 2.145610 0.00 0.00 0.00
H -0.752727 -2.452766 0.136435 0.00 0.01 -0.01
O 0.287554 0.992585 0.779191 0.06 -0.05 0.00
C 1.048879 1.055354 2.007496 0.02 0.01 0.02
C 1.508898 2.536405 2.214390 -0.01 0.00 -0.01
O 2.275220 2.767098 3.136867 -0.01 -0.01 -0.01
O 0.988208 3.384692 1.413805 0.04 0.02 0.08
C 0.117758 0.710058 3.163713 0.03 0.02 0.02
C 0.659580 0.519455 4.434182 -0.02 0.00 -0.01
C -0.164775 0.239506 5.509767 0.01 0.00 0.00
C -1.541153 0.151818 5.333162 0.00 -0.01 0.00
C -2.081058 0.344736 4.072894 -0.01 0.01 0.00
C -1.256247 0.621561 2.988184 0.02 0.00 -0.01
C 2.192283 0.052660 1.916481 -0.06 0.02 -0.02
C 1.850674 -1.291779 1.783604 0.02 -0.01 0.00
C 2.828735 -2.262621 1.638603 -0.01 0.00 0.00
C 4.168389 -1.898665 1.648545 0.01 0.00 0.02
C 4.514192 -0.563276 1.795888 -0.02 0.00 0.00
C 3.532881 0.412691 1.919524 0.03 0.00 -0.01
H 0.650869 0.328885 0.152369 -0.01 0.02 -0.01
H 1.729240 0.610127 4.569089 0.00 0.00 0.00
H 0.267698 0.094675 6.492263 0.00 0.00 0.00
H -2.185997 -0.064461 6.176247 0.00 0.00 0.00
H -3.151104 0.278447 3.921341 0.00 0.00 0.00
H -1.684782 0.760297 2.004553 -0.01 0.01 0.01
H 0.803662 -1.574445 1.793245 0.00 0.00 0.00
H 2.544777 -3.301134 1.521220 0.00 0.00 0.00
H 4.938438 -2.653706 1.546115 0.00 0.00 0.00
H 5.558014 -0.272825 1.811643 0.00 0.00 0.00
H 3.806370 1.451548 2.031847 -0.01 0.00 0.00
S -0.967944 6.856923 -2.585098 -0.02 -0.01 -0.01
C -0.758221 5.571057 -1.611555 0.04 0.01 0.00
N -0.585186 4.626381 -0.943101 0.02 -0.07 0.03
C 4.156968 -1.229368 -2.010644 -0.01 0.00 -0.01
C 4.560262 0.232196 -1.812190 0.01 0.02 0.03
C 3.422088 1.164243 -2.068405 -0.01 0.00 -0.05
N 2.652318 1.619675 -1.151334 -0.02 -0.02 0.04
N 1.628617 2.393716 -1.624939 0.01 0.02 -0.01
C 1.640400 2.523862 -2.921019 0.02 -0.01 -0.02
N 0.707191 3.207710 -3.620281 0.00 0.01 0.01
S 2.946087 1.665851 -3.672616 -0.01 0.00 0.02
H 5.005874 -1.889985 -1.827405 0.00 0.00 0.01
H 3.793618 -1.407938 -3.024422 0.00 0.01 0.00
H 3.359633 -1.493624 -1.315173 0.00 0.00 0.00
H 5.405628 0.493225 -2.452982 0.00 -0.01 -0.02
H 4.863022 0.392498 -0.777333 0.02 0.00 -0.01
H 0.063260 3.760833 -3.068506 0.00 0.00 0.00
H 0.956312 3.584593 -4.516404 0.00 0.00 0.00
```
Positions in Å, forces in eV/Å.

**2S+1**: 5
**Highest occupied orbital energy (alpha / beta)**: -4.93 / -5.52 eV
**Energy**: -8628.21301 a.u.
**E_LUMO (alpha / beta)**: 2.25 / 2.25 eV
**Net charge**: -1
**Relative energy (zero: lowest compared OMol25 entry of this formula, charge and spin)**: 0.00 kcal per mole

Here are the Löwdin charges for atoms 1 to 2, given in e: Cr 0.476; Se 0.409